The following is a DFT calculation (the ωB97M-V functional and the def2-TZVPD basis) of a cluster of 2 separate species, C6H14N2O2 in total in a non-equilibrium geometry.

Positions of all 24 atoms, in Å:
C 1.9314 1.0673 1.9418
C -1.6117 2.0787 1.3633
C 0.6047 1.2149 1.2986
O 0.5439 0.8269 0.1254
N -0.3251 2.0203 1.9513
H 1.9388 0.1435 2.6582
H -0.1530 2.3705 2.8460
H -1.7105 2.9142 0.5610
H 2.7895 1.1564 1.1843
H 2.1418 2.0145 2.6717
H -1.8422 1.0695 1.0150
H -2.3884 2.3038 2.1529
C -1.0336 -0.0793 -2.4502
C 1.0991 -2.7387 -0.7432
C -0.2038 -1.8829 -1.0190
O -1.1469 -1.8103 -0.3909
N -0.0036 -1.0617 -2.1672
H 1.0137 -0.8427 -2.3560
H -1.6066 0.2142 -1.5495
H 1.8766 -2.1218 -1.0404
H -0.4823 0.8883 -2.6836
H -1.5911 -0.3872 -3.2059
H 1.3174 -2.7845 0.2836
H 1.1049 -3.7416 -1.2485

Results
Molar mass in g/mol: 146.190
Maximum force in eV/Å: 8.690
HOMO level in eV: -9.02
SMILES string: CNC(C)=O.CNC(C)=O
Total charge: 0

Here are the natural (NBO) charges for atoms 1 to 8, given in e:
1. C -0.7056
2. C -0.4212
3. C 0.6537
4. O -0.6289
5. N -0.6210
6. H 0.2426
7. H 0.3992
8. H 0.1969

---

The following is a DFT calculation (the ωB97M-V functional and the def2-TZVPD basis) of the molecule CH3N3S2 in a non-equilibrium geometry.

Positions of all 9 atoms, in Å:
C 0.3198 1.3351 0.0863
N -0.9864 1.1324 -0.2241
N -1.6150 0.0379 -0.2786
N -1.0289 -1.1374 -0.0321
S 1.7911 0.5705 0.3004
S 2.3369 -1.2785 0.0291
H 0.5820 2.4043 0.2183
H -1.4045 -2.0436 -0.1985
H 0.0049 -1.0207 0.0992

Results
Molar mass in g/mol: 121.190
Maximum force in eV/Å: 4.556
HOMO level (spin up / spin down) in eV: -8.69 / -8.69
Total charge: 0

Here are the natural (NBO) charges for atoms 1 to 8, given in e:
1. C -0.2793
2. N -0.3103
3. N 0.1005
4. N -0.5822
5. S 0.4382
6. S -0.3877
7. H 0.2428
8. H 0.4118

---

The following is a DFT calculation (the ωB97M-V functional and the def2-TZVPD basis) of a structure of composition C19H29BrN5P2SYb.

Positions of all 58 atoms, in Å:
Yb 0.0916 0.5652 0.1644
N 2.9573 -1.1502 3.3190
C 2.3076 -0.4121 2.4048
S 0.5658 -0.2708 2.6321
N 3.0517 0.0957 1.4500
N 2.3564 0.8094 0.5194
C 3.0542 1.5000 -0.2974
C 2.3768 2.3478 -1.2887
C 3.1019 3.0657 -2.2179
C 2.4231 3.8792 -3.1156
C 1.0418 3.9463 -3.0518
C 0.3892 3.1840 -2.0985
N 1.0313 2.3966 -1.2343
H 2.4877 -1.4316 4.1621
H 3.9652 -1.1543 3.2983
H 4.1374 1.4904 -0.2232
H 4.1819 2.9941 -2.2289
H 2.9681 4.4561 -3.8513
H 0.4749 4.5735 -3.7256
H -0.6916 3.2037 -2.0243
C -2.4587 3.9708 0.1335
P -2.0643 2.3299 0.8158
C -2.0566 2.6217 2.6163
C -3.6198 1.3916 0.5409
C -3.5504 -0.0349 1.0934
P -2.2380 -1.0392 0.2848
C -3.0333 -1.6144 -1.2506
C -2.1881 -2.5427 1.3073
H -3.3163 4.3788 0.6693
H -2.7097 3.8990 -0.9250
H -1.6146 4.6499 0.2496
H -3.0354 2.9843 2.9337
H -1.3039 3.3734 2.8564
H -1.8040 1.7169 3.1678
H -3.8197 1.3836 -0.5340
H -4.4337 1.9500 1.0075
H -4.5074 -0.5436 0.9688
H -3.3365 -0.0246 2.1650
H -3.9745 -2.1104 -1.0126
H -2.3790 -2.3238 -1.7589
H -3.2264 -0.7859 -1.9320
H -3.1977 -2.9376 1.4256
H -1.7660 -2.3159 2.2855
H -1.5667 -3.3007 0.8305
C 2.5347 -5.0239 0.5653
C 1.9811 -3.9271 -0.3038
C 2.0431 -3.9731 -1.6926
C 1.5262 -2.9378 -2.4628
C 0.9721 -1.8935 -1.7675
Br 0.1757 -0.4144 -2.6822
N 0.8951 -1.7959 -0.4534
C 1.3958 -2.8058 0.2687
H 2.7403 -5.9201 -0.0158
H 1.8379 -5.2846 1.3618
H 3.4674 -4.7076 1.0346
H 2.4906 -4.8286 -2.1852
H 1.5533 -2.9517 -3.5425
H 1.3146 -2.7010 1.3441

Results
Molar mass in g/mol: 674.435
Spin multiplicity: 2
Maximum force in eV/Å: 0.615
HOMO level (spin up / spin down) in eV: -13.81 / -13.82
Total charge: +2

Here are the natural (NBO) charges for atoms 1 to 8, given in e:
1. Yb 1.4444
2. N -0.7665
3. C 0.3332
4. S -0.3595
5. N -0.4189
6. N -0.3588
7. C 0.0903
8. C 0.1529

---

> Among the records above, which one has the highest maximum force?

C6H14N2O2

---

> maximum force of number 3 (C19H29BrN5P2SYb)?

0.615 eV/Å